ORCA calculation (ωB97M-V/def2-TZVPD) on C50H45ClInN7O10S as an isolated structure in a non-equilibrium geometry.

Each line ends with the Löwdin charge.
Cartesian coordinates (Å):
In 0.77 -0.69 0.15  0.846
O -1.81 1.50 2.82  0.066
C -0.77 1.20 2.26  -0.571
O -0.75 0.38 1.24  -0.170
C 0.52 1.81 2.75  -0.026
C 0.40 2.76 3.74  0.078
C 1.52 3.38 4.28  -0.138
C 2.79 3.01 3.90  0.075
C 2.93 2.02 2.94  -0.047
C 1.81 1.43 2.27  -0.251
O 2.01 0.67 1.26  -0.131
N 4.30 1.65 2.60  -0.330
O 5.18 2.47 2.81  0.067
O 4.51 0.54 2.14  0.084
N 1.36 4.43 5.28  -0.363
O 0.23 4.76 5.59  0.071
O 2.36 4.92 5.76  0.062
H -0.59 3.02 4.09  0.133
H 3.66 3.47 4.34  0.131
O 8.57 -2.85 -0.57  0.083
N 7.70 -2.35 -1.25  -0.334
O 7.82 -2.08 -2.43  0.072
C 6.40 -2.09 -0.59  -0.059
C 6.25 -2.59 0.65  0.081
C 5.02 -2.49 1.35  -0.127
C 4.87 -3.02 2.64  0.015
C 3.66 -2.90 3.26  -0.006
C 2.60 -2.30 2.56  -0.089
N 2.71 -1.85 1.33  0.071
C 3.91 -1.90 0.73  -0.149
C 4.08 -1.30 -0.59  -0.111
N 3.01 -0.68 -1.14  0.090
C 3.14 -0.11 -2.31  -0.111
C 4.35 -0.06 -3.00  -0.020
C 5.45 -0.68 -2.47  0.022
C 5.33 -1.36 -1.24  -0.043
H 7.09 -3.10 1.11  0.135
H 5.72 -3.48 3.13  0.126
H 3.50 -3.27 4.26  0.115
H 1.64 -2.18 3.04  0.087
H 2.25 0.35 -2.73  0.109
H 4.42 0.46 -3.95  0.113
H 6.39 -0.66 -2.99  0.106
C -5.02 0.99 -4.48  -0.064
C -4.96 -0.26 -3.60  -0.558
C -4.94 -1.50 -4.52  -0.039
C -6.21 -0.30 -2.71  -0.038
C -3.71 -0.30 -2.73  -0.141
C -3.48 -1.37 -1.88  0.011
C -2.30 -1.44 -1.17  -0.112
N -1.35 -0.51 -1.26  0.068
C -1.57 0.55 -2.02  -0.166
C -2.73 0.69 -2.77  0.065
C -0.49 1.59 -2.00  -0.159
C -0.59 2.76 -2.74  0.063
C 0.40 3.74 -2.65  -0.140
C 1.45 3.49 -1.77  0.020
C 1.50 2.29 -1.09  -0.092
N 0.56 1.34 -1.22  0.079
C 0.38 5.00 -3.50  -0.557
C -0.85 5.09 -4.40  -0.064
C 1.64 5.00 -4.38  -0.039
C 0.40 6.24 -2.58  -0.036
H -5.93 0.95 -5.09  0.089
H -4.17 1.04 -5.17  0.089
H -5.05 1.90 -3.88  0.091
H -5.82 -1.50 -5.16  0.089
H -4.94 -2.42 -3.94  0.080
H -4.05 -1.49 -5.15  0.093
H -7.11 -0.26 -3.32  0.088
H -6.22 0.56 -2.03  0.095
H -6.24 -1.21 -2.11  0.078
H -4.21 -2.17 -1.76  0.117
H -2.08 -2.26 -0.50  0.095
H -2.88 1.56 -3.39  0.096
H -1.44 2.92 -3.38  0.096
H 2.24 4.21 -1.61  0.121
H 2.31 2.05 -0.43  0.115
H -0.89 4.25 -5.10  0.088
H -0.79 6.01 -4.99  0.089
H -1.77 5.12 -3.82  0.091
H 1.66 4.11 -5.02  0.092
H 2.55 5.00 -3.78  0.081
H 1.65 5.88 -5.02  0.089
H -0.48 6.26 -1.95  0.095
H 0.42 7.14 -3.18  0.089
H 1.28 6.24 -1.93  0.081
Cl 0.76 -4.10 0.31  0.541
C 0.72 -2.71 -0.81  -0.639
H -0.15 -2.84 -1.45  -0.024
H 1.62 -2.76 -1.42  -0.015
O -0.28 -1.48 3.47  -0.486
S -1.23 -1.99 2.44  0.976
C -2.88 -1.54 2.99  -0.346
C -3.03 -1.09 4.30  -0.058
C -4.30 -0.79 4.76  -0.059
C -5.40 -0.93 3.92  -0.078
C -5.24 -1.35 2.61  -0.074
C -3.97 -1.65 2.14  -0.077
C -1.42 -3.74 2.86  -0.378
C -2.20 -4.57 2.07  -0.109
C -2.26 -5.93 2.34  -0.078
C -1.52 -6.46 3.40  -0.083
C -0.73 -5.62 4.18  -0.071
C -0.69 -4.26 3.92  -0.073
H -2.15 -0.98 4.92  0.118
H -4.44 -0.44 5.78  0.108
H -6.39 -0.69 4.29  0.102
H -6.09 -1.45 1.96  0.102
H -3.83 -1.95 1.11  0.085
H -2.75 -4.17 1.23  0.101
H -2.87 -6.58 1.73  0.105
H -1.55 -7.52 3.60  0.102
H -0.15 -6.03 4.99  0.104
H -0.10 -3.58 4.53  0.107

Summary:
Total energy: -112012.2922 eV
Gap between HOMO and LUMO: 0.257 Eh
Charge: 0
LUMO energy: -1.128 eV
HOMO level: -8.12 eV

=====

ORCA calculation (ωB97M-V/def2-TZVPD) on C38H36Cl5N6O2PSeV as an isolated structure.

Each line ends with the Löwdin charge.
Cartesian coordinates (Å):
V 0.49 0.36 0.33  0.728
C -3.57 0.94 -1.89  -0.050
C -2.81 0.10 -2.88  -0.220
C -3.50 -0.72 -3.76  -0.082
C -2.84 -1.45 -4.73  -0.109
C -1.46 -1.33 -4.84  -0.064
C -0.74 -0.51 -3.98  -0.221
C 0.75 -0.41 -4.08  -0.077
C -1.41 0.19 -2.97  -0.210
N -0.74 0.96 -1.99  0.097
C -0.15 2.07 -2.39  -0.526
O 0.02 2.55 -3.53  -0.030
C 0.14 2.97 -1.20  -0.181
C 0.12 4.35 -1.32  -0.007
C -0.03 5.12 -0.18  -0.056
C -0.21 4.49 1.04  -0.024
C -0.11 3.11 1.09  -0.249
N 0.14 2.39 0.00  0.050
C -0.50 2.34 2.34  -0.537
O -0.85 2.98 3.34  0.006
N -0.55 1.01 2.14  0.032
C -1.36 0.31 3.07  -0.203
C -2.75 0.48 3.02  -0.204
C -3.36 1.46 2.06  -0.035
C -3.56 -0.27 3.86  -0.068
C -3.02 -1.16 4.77  -0.111
C -1.64 -1.30 4.83  -0.069
C -0.80 -0.57 4.00  -0.208
C 0.68 -0.74 4.09  -0.025
H -4.59 0.57 -1.76  0.071
H -3.62 1.98 -2.22  0.085
H -3.07 0.96 -0.92  0.030
H -4.59 -0.79 -3.67  0.093
H -3.38 -2.11 -5.39  0.086
H -0.92 -1.90 -5.58  0.102
H 1.15 -1.18 -4.75  0.078
H 1.18 -0.56 -3.09  0.014
H 1.04 0.58 -4.44  0.066
H 0.16 4.76 -2.32  0.110
H -0.07 6.20 -0.25  0.097
H -0.43 5.01 1.96  0.112
H -2.80 1.50 1.13  0.055
H -3.35 2.47 2.49  0.085
H -4.40 1.19 1.84  0.075
H -4.64 -0.15 3.80  0.098
H -3.66 -1.75 5.41  0.085
H -1.20 -2.00 5.55  0.097
H 1.18 0.23 4.16  0.086
H 1.07 -1.23 3.20  0.050
H 0.96 -1.35 4.96  0.078
Cl 2.35 -2.11 0.36  0.726
C 2.98 -0.95 1.50  -0.726
C 2.41 0.33 1.47  -0.288
C 3.11 1.24 2.25  -0.697
Cl 2.71 2.94 2.14  0.732
C 4.17 0.91 3.10  -0.720
Cl 4.94 2.11 4.09  0.633
C 4.62 -0.40 3.16  -0.723
Cl 5.90 -0.85 4.22  0.630
C 4.03 -1.34 2.31  -0.724
Cl 4.63 -2.97 2.30  0.645
N -3.33 -4.81 0.02  0.090
C -2.50 -3.75 0.38  -0.350
C -1.38 -3.96 1.18  -0.020
C -0.52 -2.91 1.42  -0.174
N -0.71 -1.68 0.94  -0.003
C -1.83 -1.47 0.25  -0.155
C -2.75 -2.45 -0.05  -0.002
H -2.81 -5.67 -0.06  0.060
H -3.79 -4.63 -0.87  0.077
H -1.13 -4.95 1.54  0.109
H 0.39 -3.08 1.97  0.083
H -1.98 -0.47 -0.14  0.073
H -3.60 -2.22 -0.68  0.113
Se -0.72 -5.20 -2.55  0.281
C -0.20 -3.51 -2.11  -0.940
N 0.13 -2.42 -1.85  0.052
C 4.73 1.16 -0.64  -0.284
P 3.22 0.77 -1.63  0.844
C 3.29 2.18 -2.80  -0.286
C 3.95 -0.57 -2.66  -0.291
H 5.60 1.27 -1.29  0.036
H 4.92 0.36 0.08  0.028
H 4.57 2.08 -0.08  0.025
H 4.25 2.23 -3.31  0.032
H 3.14 3.11 -2.23  0.035
H 2.48 2.12 -3.52  0.014
H 4.86 -0.23 -3.16  0.032
H 3.23 -0.91 -3.41  0.014
H 4.18 -1.42 -2.02  0.022

Summary:
Total energy: -215966.6092 eV
Multiplicity: 4
Gap between HOMO and LUMO (alpha / beta): 0.226 / 0.232 Eh
Charge: -2
LUMO energy (alpha / beta): 3.887 / 3.888 eV
HOMO level (alpha / beta): -2.26 / -2.43 eV

=====

> charge of number 1 (C50H45ClInN7O10S)?

0

=====

> Which value of charge does entry 1 give?

0